1.
The following is a DFT calculation (ωB97M-V/def2-TZVPD) of a structure of composition C24H70F2KN5O15S2 in a non-equilibrium geometry.

Last column: Löwdin charge in e.
Geometry (Å):
H -0.611 1.949 -4.045  0.065
H 1.140 2.082 -4.138  0.081
C 0.471 4.224 -1.248  -0.283
H -2.839 -3.304 -0.171  0.099
N 3.682 3.257 3.229  0.159
H 2.891 -0.774 -0.964  0.056
C -1.146 -5.790 1.516  -0.322
C -4.934 -3.418 -0.693  -0.075
H -1.276 3.689 3.161  0.087
H 0.708 4.919 -6.836  0.081
N 1.960 2.247 2.159  0.184
H -0.865 0.857 4.601  0.052
H 2.178 4.232 -2.593  0.075
C -2.046 -5.437 2.699  -0.076
H -0.750 1.305 6.360  0.080
H 4.518 0.179 1.806  0.022
C -0.551 -4.242 -2.822  -0.337
N -2.262 -1.130 -3.621  0.186
H 0.279 1.393 -5.489  0.089
F -1.207 1.325 -1.261  -0.245
H -5.109 3.071 3.149  0.085
H -2.103 -1.392 -2.662  0.064
C 3.551 -1.482 1.941  -0.323
H 5.437 -1.381 -1.680  0.136
K -3.071 3.322 -1.411  0.859
H -2.903 1.512 1.002  0.025
O -3.561 2.200 1.184  -0.118
H 3.049 3.644 3.905  0.091
H 3.903 -1.703 4.085  0.064
C 4.937 0.683 -1.853  -0.057
O -1.193 3.517 -6.001  -0.081
O -0.659 4.698 -2.007  -0.171
H -3.021 -0.996 0.187  0.008
H -1.081 2.821 -6.658  0.082
H 0.341 -6.068 -3.611  0.077
O -3.819 -1.396 -0.226  -0.124
C -0.917 0.510 5.629  -0.050
H -1.392 -5.164 3.531  0.078
H 2.740 -0.745 1.955  0.081
H -1.640 -1.482 -4.324  0.116
O -0.064 -1.132 7.195  -0.053
H 4.738 1.357 -2.689  0.076
H 1.312 2.622 2.820  0.089
H -1.821 4.289 1.544  0.078
C 4.679 -0.773 -2.175  -0.460
C -3.096 -0.112 -3.877  -0.683
H -3.966 -2.884 1.136  0.107
C 3.547 -2.291 3.240  -0.075
H 1.905 0.519 5.043  0.065
H -1.133 2.677 1.738  0.061
H 0.299 4.461 -0.194  0.106
C -0.320 -5.247 -3.901  -0.090
C 1.081 4.034 -6.326  -0.055
H -0.928 -4.714 -1.905  0.105
H 2.041 4.344 -5.897  0.076
H 4.353 1.033 -1.002  0.057
C -3.136 2.784 2.411  -0.483
H 1.314 3.186 -6.974  0.085
H 1.527 5.849 -2.158  0.078
H 1.643 1.604 1.437  0.051
H 3.182 -2.247 -2.018  0.080
O 0.039 -5.018 1.398  -0.086
H -4.588 -3.565 -1.721  0.075
C 3.226 -1.161 -1.927  -0.048
O 0.643 -3.557 -2.460  -0.072
O 4.954 -0.853 -3.594  -0.079
H 0.078 -4.825 -4.823  0.078
H 0.498 3.138 -1.316  0.089
H 2.544 -0.682 -2.631  0.082
C -3.783 -2.805 0.057  -0.312
N -3.771 0.406 -2.803  0.138
H -3.944 4.279 3.714  0.086
H 0.063 -1.304 5.150  0.121
H -1.867 0.035 5.871  0.084
H -0.794 -6.820 1.459  0.112
H -0.796 5.639 -1.866  0.087
H -1.272 -5.756 -4.075  0.077
H 0.381 -2.824 -1.889  0.035
C 0.213 2.164 -4.719  -0.044
H -4.521 1.014 -3.086  0.094
O -3.318 0.280 -5.027  0.011
H -1.361 -3.581 -3.152  0.088
O 4.767 -0.766 1.803  -0.094
H 2.469 5.004 -1.000  0.080
O 0.261 -0.448 2.443  -0.242
C 0.078 3.564 -5.293  -0.470
H 4.097 -3.227 3.155  0.070
H -2.688 -4.588 2.459  0.049
H 2.493 -2.529 3.427  0.062
C 1.585 0.052 5.980  -0.048
H -5.181 -4.408 -0.310  0.078
H -3.024 2.059 3.226  0.137
H 1.519 0.892 6.675  0.077
H -3.904 -0.132 -1.952  0.070
C -1.762 3.431 2.220  -0.038
H 4.638 3.485 3.433  0.107
H 3.347 -2.148 1.097  0.106
H -0.263 -4.115 1.211  0.018
C 3.294 2.388 2.259  -0.644
H -2.726 -6.243 2.975  0.070
H 0.580 -1.819 7.378  0.087
O -0.640 -2.329 1.114  -0.249
C 0.163 -0.537 5.924  -0.492
F -1.968 -1.149 2.765  -0.146
C 1.747 4.840 -1.802  -0.053
S -0.805 -1.009 1.683  0.578
H -4.584 4.393 2.063  0.079
O 0.713 0.842 -0.011  -0.275
C -4.275 3.702 2.848  -0.039
O 4.097 1.866 1.476  0.013
N -1.606 0.004 0.614  -0.285
H 6.003 0.842 -1.671  0.080
S -0.496 0.153 -0.418  0.474
H -5.780 -2.735 -0.698  0.079
H -0.054 4.310 -4.507  0.115
H 5.019 -1.770 -3.879  0.080
O -0.311 -0.919 -1.358  -0.248
H -1.761 -5.577 0.628  0.092
H 2.349 -0.674 6.248  0.074

Forces on atoms 1 to 2 (eV/Å):
-0.19 -0.04 -0.09
-0.03 -0.09 0.03

As for the molar mass: 810.1 g mol⁻¹. As for the HOMO energy: -8.9 eV. As for the largest force on an atom: 6.504 eV/Å. The value obtained for the frontier orbital gap is 7.86 eV.

2.
The following is a DFT calculation (ωB97M-V/def2-TZVPD) of a structure of composition C4H5NO2 in a non-equilibrium geometry.

Last column: natural (NBO) charge in e.
Geometry (Å):
O 2.166 -0.303 -1.360  -0.540
N 0.337 1.355 1.003  -0.822
H -1.883 0.716 -0.207  0.240
H -0.811 -1.613 1.153  0.223
C 0.200 0.262 0.107  -0.019
C -0.507 -1.035 0.287  0.062
H 0.680 1.109 1.928  0.378
C -1.193 -0.037 -0.562  -0.420
C 1.164 -0.508 -0.737  0.771
H -1.387 -0.406 -1.571  0.235
H 0.929 2.088 0.629  0.384
O 0.430 -1.678 -0.640  -0.493

Forces on atoms 1 to 2 (eV/Å):
-0.89 -0.37 0.68
0.11 0.00 -0.13

As for the molar mass: 99.1 g mol⁻¹. As for the HOMO energy: -9.7 eV. The value obtained for the energy above the lowest of the compared OMol25 structures with the same formula, charge and spin is 209.18 kJ/mol. As for the largest force on an atom: 1.183 eV/Å. The value obtained for the frontier orbital gap is 10.59 eV.

3.
The following is a DFT calculation (ωB97M-V/def2-TZVPD) of a cluster of 9 separate species, C19H29F5N2O19 in total in a non-equilibrium geometry.

Last column: Löwdin charge in e.
Geometry (Å):
H -4.512 -0.343 -4.036  0.073
N -0.056 -3.402 -2.943  0.272
C 3.389 2.540 -0.100  -0.292
C -1.509 3.598 2.910  -0.284
H 0.202 3.190 -4.600  0.175
N -0.169 -0.615 -0.584  0.289
C 4.134 2.481 -1.472  -0.011
H -0.079 0.388 -0.337  0.075
C -0.195 2.761 1.260  -0.515
H -5.289 -2.788 4.102  0.171
C -4.267 -2.926 3.752  -0.282
C -1.383 2.489 -2.353  -0.546
C 4.564 -2.588 -2.009  -0.024
O -2.326 -1.948 1.111  0.192
H -5.013 -4.370 2.272  0.142
O -3.832 -1.969 2.819  0.143
O -2.403 -1.805 -4.620  -0.043
H 0.114 -3.737 2.999  0.141
C -2.576 -1.119 -3.582  -0.689
C -0.588 -1.734 5.248  -0.553
O -0.392 1.928 -3.109  0.127
O -0.233 4.063 1.034  0.088
C -3.547 0.046 -3.692  -0.028
H -0.165 5.371 2.600  0.143
F -3.506 -2.991 4.878  0.079
H -1.770 5.290 1.735  0.147
H -0.847 -3.728 -2.390  0.132
F 1.749 2.578 -3.509  0.057
O 5.350 3.199 -1.135  0.068
H 4.414 1.483 -1.783  0.139
F -2.831 3.418 2.606  0.065
C -4.115 -4.171 2.882  -0.095
O 2.928 -4.048 -2.914  -0.051
H 4.703 -1.670 -2.587  0.065
H -3.132 0.902 -4.205  0.073
O 2.148 -2.199 -1.985  -0.124
C 3.108 -2.965 -2.320  -0.729
H 0.821 -3.112 -2.456  0.052
O -0.556 -2.976 4.818  0.081
O 0.204 1.886 0.557  0.138
C 0.458 -3.126 3.830  -0.038
H -1.455 3.759 3.987  0.171
O -1.707 -1.066 -2.659  -0.129
H -0.744 -0.779 -1.461  0.059
H -3.920 0.308 -2.693  0.064
C 0.884 -1.678 3.526  -0.291
H 0.112 -3.984 -3.756  0.133
H 2.626 3.308 0.020  0.158
O -3.026 -3.868 2.064  0.071
H 1.957 -1.617 3.362  0.171
H -0.501 -1.166 0.200  0.075
H 5.335 -3.287 -2.311  0.066
F 2.782 1.314 0.069  0.042
O -0.829 2.465 2.436  0.148
H 4.654 -2.379 -0.941  0.066
C -2.999 -2.508 1.892  -0.517
C -0.896 4.747 2.095  -0.020
H 0.227 5.119 -2.947  0.145
H 0.736 3.905 -1.647  0.125
H -4.092 -5.181 3.300  0.145
C 0.448 2.990 -3.556  -0.282
O -1.211 3.844 -2.324  0.051
F 0.254 -1.291 2.371  0.049
H -0.489 -2.503 -3.238  0.084
O -2.096 1.880 -1.648  0.193
O 6.145 4.153 0.723  0.187
O -1.264 -1.357 6.149  0.183
O 0.451 -1.022 4.671  0.135
C 0.176 4.106 -2.563  -0.038
C 5.366 3.424 0.201  -0.564
O 4.450 2.635 0.780  0.147
H 1.288 -3.674 4.284  0.140
H 3.526 2.935 -2.252  0.109
H 0.819 -0.815 -0.824  0.106

Forces on atoms 1 to 2 (eV/Å):
0.39 0.29 -1.24
-1.48 0.89 -0.55

As for the molar mass: 684.4 g mol⁻¹. As for the HOMO energy: -8.1 eV. The value obtained for the energy above the lowest of the compared OMol25 structures with the same formula, charge and spin is 0.00 kJ/mol. As for the largest force on an atom: 3.839 eV/Å. The value obtained for the frontier orbital gap is 8.11 eV.

Which of these has the highest largest force on an atom? C24H70F2KN5O15S2

frontier orbital gap of number 2 (C4H5NO2)? 10.59 eV

The highest largest force on an atom belongs to which entry? C24H70F2KN5O15S2